[1]
ORCA calculation (ωB97M-V with the def2-TZVPD basis set) on a structure of composition C46H38CdN4O3P in a non-equilibrium geometry.

The geometry in XYZ format:
```
93
Properties=species:S:1:pos:R:3:forces:R:3
H -2.153739 -1.295731 -2.152944 -0.165 0.261 -0.495
P -0.352644 1.994564 -1.948514 -0.158 -1.444 1.826
C -1.777219 2.580747 -2.854643 -0.238 0.514 -1.377
H -1.544900 -3.366348 3.748505 -0.136 0.123 -0.094
C -3.117546 2.274023 -2.647594 -0.099 -0.061 0.785
H 6.386302 -2.803217 1.617125 -0.905 0.584 -0.230
H 6.006439 -3.027180 -0.870208 -0.774 0.559 1.049
H 0.480698 -2.607371 4.455592 0.061 -0.590 -0.482
C -2.450794 3.988032 -4.751149 -0.474 -0.511 0.196
C 4.363765 -2.063835 2.036427 -0.154 -0.678 -1.737
H -4.303090 1.593905 -0.891440 0.558 -0.395 -0.579
H 4.490119 -2.007373 3.088933 0.287 0.220 0.664
C 0.966303 1.690815 -3.153586 0.538 1.168 -0.294
H 0.416900 -0.366519 -3.407501 -0.135 -0.072 0.028
H -0.427727 3.685723 -4.082810 -0.561 -0.086 -0.028
Cd -0.307991 -1.958297 0.531303 1.394 1.146 -0.226
O -2.499139 -0.490285 -2.640203 -0.591 -0.244 1.321
C -4.114399 3.031651 -3.308361 -0.888 -0.997 0.417
C -3.571735 1.232576 -1.654680 -1.193 -0.404 0.129
H 2.113715 0.533957 6.980368 -0.177 -0.083 -0.039
C 0.186476 3.506560 -1.092375 0.595 0.277 1.243
C -1.827087 -4.565427 1.208703 -0.181 -1.006 -0.535
C -3.816890 3.790669 -4.442220 0.245 0.751 0.218
C 5.398207 -2.489051 1.202052 1.026 -0.328 0.275
H -0.485807 6.784810 -0.335462 0.323 -0.441 0.247
C 3.206260 0.457598 5.151617 2.489 -0.291 -1.854
N -3.433263 -0.051618 -1.652178 1.138 1.631 -0.710
C -3.583587 -5.201824 -2.619736 -0.889 -0.786 -1.108
H -2.720793 -3.289848 -3.194561 -0.162 -0.357 -0.210
C 2.060463 0.064335 2.965776 -1.319 -1.103 0.240
H 4.166301 0.630152 5.669400 -0.422 -0.141 -0.264
C 2.880361 2.433490 -4.438504 0.043 -0.147 -0.131
C 3.937578 -2.586738 -0.701352 -1.544 0.631 0.584
C 3.280932 0.199534 3.794879 0.221 0.877 1.942
C 0.851847 0.313981 5.219868 1.121 0.522 0.138
C -2.598087 1.802792 3.533275 1.338 -0.334 -0.394
H 2.417763 4.039339 1.391875 0.753 0.225 0.603
C 0.560203 -3.125374 3.464241 0.224 2.252 -0.324
H 4.234451 0.187129 3.304142 0.290 0.159 -0.100
C 5.188146 -2.662326 -0.180563 1.187 -1.083 0.136
H -0.893920 2.003710 4.887667 -0.300 0.107 -0.518
H 2.088903 0.793861 2.126994 -0.074 -0.600 -0.127
C 2.793054 -2.176117 0.098848 1.004 0.834 -0.381
O -1.687914 -2.590241 -1.026874 -0.771 -0.734 -0.561
H -3.295958 2.336985 4.159541 -0.044 0.095 0.118
C -1.484687 3.448320 -3.891931 0.172 0.886 -1.445
C 1.704670 4.316897 0.660081 -1.168 -0.340 -1.299
C -0.764927 -3.747672 3.091599 -0.144 -0.989 0.386
H -2.080986 -5.478702 1.782653 0.454 0.575 0.513
C -3.762788 -6.106712 -1.585414 -0.176 -0.788 1.466
N -0.774707 0.388061 1.968890 -0.386 0.175 -1.245
C 1.068728 0.428998 -3.733816 1.066 0.065 -0.551
H 3.769836 -2.805421 -1.749356 -0.188 0.139 0.037
H 2.159088 -0.839182 -5.119702 -0.170 0.434 -0.070
C -2.283554 -3.753909 -1.186452 1.110 -0.138 0.795
N -1.184729 -3.574682 1.687106 -0.033 -1.255 1.434
C -1.983035 0.768154 1.479427 0.884 -0.587 0.924
C 2.053794 0.172985 -4.720020 -0.159 0.648 0.547
H -4.061003 -5.422122 -3.585073 0.146 0.269 0.394
O 1.688817 -1.927477 -0.568326 -0.379 -0.395 1.299
C 3.069965 -1.864984 1.515449 0.428 -0.211 -1.751
C 2.048072 0.480591 5.899581 -1.548 -0.566 0.971
H -1.386908 4.888294 -1.628008 0.644 -0.003 0.271
C -0.465068 4.748932 -1.034066 -0.438 -0.191 -0.913
H -2.147787 4.500916 -5.670861 -0.142 0.030 0.531
H 1.464780 6.383539 1.218692 -0.079 -0.314 -0.267
H 3.581317 3.246591 -4.631597 -0.063 -0.341 -0.368
H -0.064248 0.234040 5.794307 -0.139 0.219 -0.144
H -4.546157 -6.895680 -1.618622 0.986 0.440 -0.258
H -4.616572 4.320268 -5.022285 0.833 -0.703 0.621
C -2.981700 1.332132 2.265079 -0.327 -0.073 -0.584
H 3.535135 1.064985 -5.996658 0.508 -0.079 0.135
H 1.352310 -3.864527 3.486507 0.159 -0.464 0.307
H -4.007460 1.356591 1.840089 0.784 0.354 0.541
H 1.701458 2.304970 -0.031054 -0.244 0.322 -0.391
C -2.851624 -4.078115 -2.458195 0.893 1.490 1.123
C 1.117670 5.574462 0.564392 -0.208 0.905 0.494
C 2.926848 1.201791 -5.118361 -0.996 -0.033 0.694
C 0.821138 0.312850 3.818100 -0.668 0.129 -0.038
H 1.887911 3.717209 -3.115828 -0.223 -0.183 0.540
H -0.600790 -4.822703 3.334510 -0.689 0.437 -0.307
C -0.404274 0.742983 3.227019 -0.194 -0.163 -0.520
N 0.961249 -2.166817 2.449024 0.418 0.092 0.922
C -3.069820 -5.909714 -0.382895 -0.947 0.469 -1.562
C 1.261413 3.299566 -0.184264 -0.353 0.106 0.084
C 1.992100 -1.382446 2.377130 -0.495 0.297 -0.855
H -3.242716 -6.609857 0.382631 -0.035 -0.818 1.050
C 0.017085 5.811811 -0.267443 0.350 -0.633 0.023
C 1.919235 2.695770 -3.470382 -0.288 -1.078 -0.895
C -2.308263 -4.771852 -0.123895 -0.672 1.809 -2.011
H -2.121920 0.528003 0.431470 -0.280 -0.027 0.108
H -5.159811 2.899880 -2.894390 1.175 0.191 -0.940
C -1.257999 1.626774 3.925512 -1.663 -0.122 0.846
```
Forces are in eV/Å.

## Properties
Spin multiplicity: 1
Electronic energy: -2729.38511 Ha
Highest occupied orbital energy (alpha / beta): -2.75 / -2.75 eV
Frontier orbital gap (alpha / beta): 0.19058 / 0.19056 Eh
Charge: -1
Relative energy (zero: lowest compared OMol25 entry of this formula, charge and spin): 237.8 kJ/mol

[2]
ORCA calculation (ωB97M-V with the def2-TZVPD basis set) on a structure of composition C17H18Co2NO7 in a non-equilibrium geometry.

The geometry in XYZ format:
```
45
Properties=species:S:1:pos:R:3:forces:R:3
C 2.707772 2.070111 -2.878396 0.612 3.016 -2.747
C 2.174407 1.492461 -0.269819 -1.376 3.275 3.677
C 6.344416 -1.135183 -1.060424 4.090 0.350 -1.463
H 0.033556 1.488047 -1.615133 -0.159 -0.180 -0.144
C 4.538399 -2.806295 -0.911648 -0.471 -3.010 -0.560
H -4.061519 -0.483334 0.252295 0.121 -0.178 0.170
H -1.054819 0.567743 -2.752900 0.035 0.570 0.355
C -3.581045 -0.831930 1.163701 0.142 -0.092 0.531
C -1.494965 0.357275 0.470626 -0.361 0.918 -1.243
H -3.338700 -1.899280 1.052651 0.126 0.090 -0.024
H -3.890527 0.634092 -1.532619 0.032 0.353 0.258
C -4.545935 -0.667576 2.331750 -0.362 0.026 0.240
H -2.377985 -0.716800 4.788333 -0.025 0.360 -0.252
H -0.450686 0.400469 0.810343 -0.269 -0.128 -0.255
H -3.771359 1.489269 0.058435 0.088 -0.122 -0.363
Co 4.587302 -1.035961 -0.968030 -1.189 0.315 -0.295
H -1.349218 -1.415109 2.741334 -0.019 0.193 -0.101
H -0.006880 -1.053245 -0.441531 -0.132 0.084 -0.342
O 2.730659 3.006615 -3.562779 -0.383 -2.946 2.153
C -3.289775 1.329592 -0.915940 -0.433 -0.026 -0.361
O 1.720208 2.009630 0.669023 1.314 -1.977 -2.946
H -3.291781 2.299842 -1.437692 -0.019 -0.317 0.078
C 2.872840 -1.012943 -2.056032 0.445 -2.516 -1.683
O -3.957352 -0.996315 3.584832 0.488 0.208 -0.410
H -1.401564 2.226198 -2.297531 0.284 -0.274 0.055
C 1.644883 -0.545964 -1.625562 -0.464 -0.897 -0.389
C -2.764233 -0.262123 3.865046 -0.357 -0.053 0.184
O 7.494724 -1.198025 -1.141507 -2.742 0.055 0.552
C 4.680481 1.146982 -1.416133 2.552 0.844 0.584
H 2.958414 -1.712497 -2.889848 -0.469 -0.349 0.347
O 4.470687 -3.960296 -0.917017 0.236 2.947 0.197
C -1.865712 0.875176 -0.758614 -0.568 -0.210 2.059
N -2.370482 -0.051786 1.456491 0.654 0.064 0.027
C -1.738310 -0.381062 2.749742 -0.451 -0.356 -0.214
H -2.990907 0.806669 4.028695 -0.063 -0.292 0.024
H -5.386304 -1.374443 2.231662 0.253 0.437 -0.087
C 0.334514 -0.829838 -1.449268 1.457 -2.187 0.015
O 4.024984 -0.479288 1.853777 0.670 -0.529 -2.193
H -4.927661 0.376363 2.344497 0.122 -0.425 0.052
C 4.265192 -0.720334 0.751491 -1.377 0.774 3.658
C -1.004121 1.275073 -1.898175 0.073 0.693 -0.678
H -0.204656 -1.252053 -2.308697 -0.166 0.603 0.429
Co 2.894441 0.738932 -1.694245 0.307 2.627 1.419
H -0.915281 0.317019 2.929160 -0.128 -0.122 0.007
O 5.553898 1.914124 -1.334344 -2.118 -1.616 -0.322
```
Forces are in eV/Å.

## Properties
Spin multiplicity: 1
Electronic energy: -4005.05264 Ha
Highest occupied orbital energy: -10.75 eV
Frontier orbital gap: 0.16752 Eh
Charge: +1
Relative energy (zero: lowest compared OMol25 entry of this formula, charge and spin): 101.0 kJ/mol

[3]
ORCA calculation (ωB97M-V with the def2-TZVPD basis set) on a cluster of 3 separate species, C2HCl2NO2 in total in a non-equilibrium geometry.

The geometry in XYZ format:
```
8
Properties=species:S:1:pos:R:3:forces:R:3
C -2.246362 -1.058674 1.157042 -1.010 1.790 0.350
Cl -2.787826 0.433624 1.406380 -0.133 1.097 0.501
Cl -0.587109 0.149604 -1.132253 -0.819 -0.575 -2.094
O 1.490665 0.886125 0.249925 -2.869 -0.791 0.553
C 0.328888 0.597827 0.111640 3.747 1.456 2.306
N -2.121159 -2.135104 0.845663 0.890 -2.965 -0.564
H 3.422304 0.443253 -1.248935 0.316 -0.077 0.653
O 2.500596 0.683342 -1.389464 -0.122 0.065 -1.704
```
Forces are in eV/Å.

## Properties
Spin multiplicity: 1
Electronic energy: -1202.22201 Ha
Highest occupied orbital energy (alpha / beta): -11.21 / -9.18 eV
Frontier orbital gap (alpha / beta): 0.37490 / 0.31147 Eh
Relative energy (zero: lowest compared OMol25 entry of this formula, charge and spin): 244.6 kJ/mol